No. 1
Density functional theory data (ωB97M-V/def2-TZVPD) for a 11-piece molecular cluster, C22H66O11 overall in a non-equilibrium geometry.

```
99
Properties=species:S:1:pos:R:3:mulliken_spin:R:1
C -5.616 0.710 0.478 0.000
C -4.360 0.605 1.301 0.001
O -4.099 1.820 1.948 0.000
H -6.498 0.840 1.106 0.000
H -5.782 -0.200 -0.097 0.000
H -5.602 1.586 -0.171 0.000
H -3.513 0.373 0.656 0.000
H -4.322 -0.223 2.009 0.000
H -3.455 1.646 2.638 0.000
C 1.735 0.591 -4.778 0.000
C 1.839 -0.476 -3.690 0.000
O 0.654 -0.668 -2.965 -0.002
H 1.107 0.357 -5.638 0.000
H 2.628 0.896 -5.324 0.000
H 1.438 1.556 -4.368 0.000
H 2.698 -0.263 -3.053 0.000
H 2.129 -1.451 -4.082 -0.001
H 0.007 -0.947 -3.617 0.000
C -0.298 4.704 2.428 0.000
C 0.683 3.986 3.409 0.000
O 0.826 2.585 3.160 0.005
H -0.350 5.762 2.686 0.000
H -1.350 4.422 2.388 0.000
H 0.113 4.537 1.432 0.000
H 0.288 4.148 4.413 0.001
H 1.677 4.433 3.441 0.000
H 1.683 2.279 3.466 0.000
C 1.457 -4.131 -2.395 0.000
C 1.273 -4.167 -0.935 0.001
O -0.044 -4.431 -0.599 0.001
H 0.744 -3.383 -2.742 0.000
H 1.422 -5.082 -2.926 0.000
H 2.450 -3.791 -2.689 0.000
H 1.546 -3.230 -0.449 0.000
H 1.983 -4.887 -0.530 0.000
H -0.555 -3.725 -1.001 0.000
C -2.421 1.101 -2.797 0.000
C -2.834 0.475 -4.101 0.000
O -2.482 -0.852 -4.113 0.000
H -2.804 2.121 -2.805 0.000
H -1.343 1.115 -2.640 0.000
H -3.027 0.689 -1.990 0.000
H -2.362 0.976 -4.946 0.000
H -3.916 0.533 -4.218 0.000
H -3.062 -1.312 -4.723 0.000
C -3.602 -3.398 0.238 0.000
C -3.447 -2.906 -1.259 0.000
O -2.258 -2.144 -1.443 0.000
H -4.463 -4.066 0.239 0.000
H -3.717 -2.505 0.854 0.000
H -2.734 -3.995 0.516 0.000
H -4.415 -2.485 -1.533 0.000
H -3.330 -3.736 -1.955 0.000
H -2.319 -1.810 -2.341 0.000
C -2.544 3.528 -0.294 0.000
C -3.954 3.919 -0.850 0.000
O -4.876 3.870 0.213 0.000
H -1.779 3.533 -1.070 0.000
H -2.629 2.499 0.054 0.000
H -2.209 4.205 0.492 0.000
H -4.357 3.215 -1.579 0.000
H -4.035 4.848 -1.415 0.000
H -4.686 3.081 0.725 0.000
C -0.442 -0.134 0.198 0.036
C 0.844 0.774 0.269 0.018
O 1.786 0.278 -0.651 0.168
H -0.083 -1.125 0.476 0.002
H -0.948 -0.053 -0.764 0.001
H -1.142 0.193 0.967 -0.002
H 1.271 0.738 1.271 0.004
H 0.595 1.823 0.107 0.012
H 1.325 0.234 -1.492 0.000
C 7.006 -0.230 -0.450 -0.015
C 5.650 -0.267 -1.119 0.086
O 4.768 0.361 -0.309 0.417
H 7.041 -0.994 0.327 0.013
H 7.231 0.771 -0.082 0.007
H 7.759 -0.627 -1.131 0.000
H 5.446 -1.211 -1.626 0.098
H 5.531 0.122 -2.130 0.137
H 3.914 0.173 -0.705 0.011
C 1.126 -3.039 3.135 0.000
C -0.202 -3.075 3.978 0.000
O -0.315 -4.105 4.848 0.000
H 1.180 -2.480 2.201 -0.001
H 1.223 -4.082 2.830 0.000
H 2.038 -2.920 3.720 0.000
H -1.189 -2.988 3.524 0.000
H -0.138 -2.198 4.622 0.000
H -1.135 -3.974 5.329 0.000
C 4.588 0.319 3.122 -0.001
C 4.697 1.833 3.145 0.001
O 3.797 2.372 4.089 0.001
H 3.542 0.026 3.039 0.000
H 4.821 -0.113 4.095 0.001
H 5.252 -0.132 2.384 0.000
H 4.376 2.260 2.196 -0.001
H 5.697 2.099 3.487 0.000
H 4.160 2.094 4.933 0.000
```

Properties
multiplicity = 2
HOMO (spin up / spin down) = -11.29 / -11.29 eV
energy above the lowest of the compared OMol25 structures with the same formula, charge and spin = 66.77 kcal/mol
gap between HOMO and LUMO (spin up / spin down) = 0.315 / 0.080 Eh
total charge = +1
E_LUMO (spin up / spin down) = -2.7 / -9.1 eV


No. 2
Density functional theory data (ωB97M-V/def2-TZVPD) for a 10-piece molecular cluster, C30H80O10 overall in a non-equilibrium geometry.

```
120
Properties=species:S:1:pos:R:3:mulliken_charge:R:1
C -14.266 -2.859 -30.448 -0.646
C -14.215 -2.960 -31.954 0.289
C -13.560 -1.774 -32.630 -1.099
O -13.604 -4.213 -32.277 -0.585
H -14.835 -3.701 -30.062 0.473
H -14.669 -1.889 -30.155 0.118
H -13.259 -2.891 -30.024 -0.126
H -15.264 -3.037 -32.284 0.267
H -12.574 -1.560 -32.213 0.102
H -14.206 -0.902 -32.507 0.364
H -13.430 -1.947 -33.700 0.421
H -13.669 -4.348 -33.228 0.331
C -7.505 -2.526 -27.867 -0.783
C -6.725 -2.317 -26.586 0.659
C -6.789 -3.517 -25.654 -1.215
O -5.334 -2.120 -26.870 -0.558
H -8.560 -2.689 -27.639 -0.174
H -7.148 -3.420 -28.391 0.344
H -7.435 -1.705 -28.584 0.365
H -7.118 -1.418 -26.096 0.154
H -7.794 -3.742 -25.298 0.243
H -6.151 -3.284 -24.801 0.336
H -6.393 -4.383 -26.185 0.356
H -5.252 -1.816 -27.778 0.311
C -16.132 -5.133 -22.866 -1.514
C -15.664 -5.412 -24.275 2.048
C -14.636 -6.542 -24.315 -1.477
O -16.808 -5.732 -25.059 -0.602
H -16.824 -5.900 -22.522 0.386
H -16.676 -4.177 -22.859 0.342
H -15.342 -4.940 -22.141 0.318
H -15.135 -4.525 -24.649 -0.796
H -15.090 -7.526 -24.159 0.366
H -13.813 -6.434 -23.608 0.339
H -14.169 -6.626 -25.308 0.372
H -16.495 -5.859 -25.958 0.361
C -14.013 0.469 -28.200 -0.612
C -12.930 1.507 -28.008 0.263
C -11.916 1.469 -29.126 -0.949
O -13.597 2.789 -27.991 -0.618
H -14.843 0.609 -27.505 0.107
H -13.658 -0.528 -27.939 0.103
H -14.404 0.537 -29.217 0.298
H -12.522 1.392 -26.994 0.261
H -11.062 2.120 -28.930 0.468
H -12.420 1.680 -30.065 0.313
H -11.469 0.470 -29.144 -0.119
H -12.987 3.453 -27.659 0.367
C -16.043 2.540 -24.172 -1.681
C -15.113 1.462 -24.696 1.613
C -14.049 1.108 -23.689 -1.545
O -15.903 0.305 -24.992 -0.558
H -16.329 2.334 -23.140 0.328
H -16.920 2.633 -24.810 0.414
H -15.517 3.499 -24.177 0.381
H -14.603 1.862 -25.583 -0.338
H -14.464 0.719 -22.759 0.285
H -13.442 1.970 -23.397 0.593
H -13.362 0.378 -24.128 0.244
H -15.345 -0.441 -24.736 0.153
C -18.347 -2.588 -26.916 -1.183
C -17.391 -2.045 -27.954 0.361
C -17.685 -0.638 -28.438 -1.167
O -16.101 -1.910 -27.248 -0.390
H -18.359 -1.924 -26.051 0.252
H -18.136 -3.616 -26.630 0.236
H -19.376 -2.607 -27.302 0.403
H -17.164 -2.737 -28.762 0.292
H -17.922 0.047 -27.626 0.285
H -18.537 -0.624 -29.130 0.444
H -16.818 -0.323 -29.016 0.176
H -16.253 -1.280 -26.532 -0.056
C -13.305 -1.437 -20.912 -0.468
C -12.983 -0.510 -19.733 0.370
C -14.117 0.363 -19.222 -1.546
O -12.356 -1.226 -18.670 -0.492
H -12.371 -1.526 -21.456 -0.115
H -14.063 -0.945 -21.517 0.174
H -13.689 -2.370 -20.501 0.387
H -12.214 0.201 -20.055 0.196
H -15.018 -0.221 -18.994 0.360
H -14.367 1.134 -19.951 0.366
H -13.819 0.824 -18.281 0.397
H -12.981 -1.841 -18.272 0.347
C -9.441 -2.415 -20.837 -0.945
C -8.863 -3.142 -19.635 0.420
C -7.693 -2.342 -19.049 -1.308
O -9.793 -3.525 -18.664 -0.533
H -10.244 -2.913 -21.378 0.157
H -8.653 -2.158 -21.545 0.426
H -9.840 -1.477 -20.424 0.176
H -8.379 -4.069 -19.971 0.276
H -7.356 -2.778 -18.113 0.337
H -8.034 -1.325 -18.787 0.302
H -6.932 -2.176 -19.810 0.372
H -10.314 -2.774 -18.353 0.329
C -9.722 -0.195 -31.565 -1.261
C -9.507 -1.627 -31.150 0.550
C -10.326 -2.002 -29.940 -0.877
O -9.705 -2.494 -32.271 -0.607
H -10.803 -0.007 -31.652 0.135
H -9.393 0.052 -32.576 0.399
H -9.311 0.536 -30.871 0.322
H -8.460 -1.768 -30.842 0.255
H -10.120 -3.007 -29.557 0.608
H -11.407 -1.899 -30.051 -0.071
H -10.047 -1.386 -29.078 0.303
H -10.335 -3.182 -32.038 0.343
C -12.053 -2.523 -26.770 -1.446
C -12.695 -2.945 -25.465 1.482
C -11.736 -2.701 -24.319 -1.844
O -13.893 -2.209 -25.215 0.075
H -11.772 -1.468 -26.798 0.150
H -12.728 -2.675 -27.625 0.118
H -11.189 -3.152 -27.000 0.566
H -12.895 -4.023 -25.505 -0.031
H -10.885 -3.386 -24.353 0.499
H -12.193 -2.927 -23.348 0.381
H -11.359 -1.682 -24.219 0.359
H -14.399 -2.258 -26.041 0.093
```

Properties
structure (SMILES) = CC(C)O.CC(C)O.CC(C)O.CC(C)O.CC(C)O.CC(C)O.CC(C)O.CC(C)O.CC(C)O.CC(C)O
HOMO = -10.05 eV
energy above the lowest of the compared OMol25 structures with the same formula, charge and spin = 32.99 kcal/mol
gap between HOMO and LUMO = 0.383 Eh
E_LUMO = 0.4 eV


No. 3
Density functional theory data (ωB97M-V/def2-TZVPD) for C2HI5 as an isolated structure in a non-equilibrium geometry.

```
8
Properties=species:S:1:pos:R:3:mulliken_charge:R:1
C 1.111 0.324 -0.618 -0.730
C -1.065 -0.074 0.440 -0.773
I 1.341 -1.471 -1.781 0.141
I 2.297 0.589 1.100 0.203
I -2.217 -0.998 -1.019 0.225
I -0.575 -1.318 2.109 0.198
I -1.635 1.839 1.051 0.218
H 0.743 1.108 -1.282 0.519
```

Properties
HOMO (spin up / spin down) = -8.35 / -8.35 eV
energy above the lowest of the compared OMol25 structures with the same formula, charge and spin = 63.17 kcal/mol
gap between HOMO and LUMO (spin up / spin down) = 0.264 / 0.264 Eh
E_LUMO (spin up / spin down) = -1.2 / -1.2 eV


No. 4
Density functional theory data (ωB97M-V/def2-TZVPD) for CH6N2O4 as an isolated structure in a non-equilibrium geometry.

```
13
Properties=species:S:1:pos:R:3:mulliken_charge:R:1
C 0.782 -0.437 0.625 -0.144
N 1.405 -1.668 0.637 -0.444
O 1.392 0.462 -0.160 -0.561
H 0.677 1.148 -0.448 0.444
H 0.961 -2.406 1.158 0.230
H 1.841 -1.943 -0.230 0.240
H 0.460 -0.090 1.628 0.344
H -0.481 -0.448 0.225 0.430
O -0.860 1.584 -0.699 -0.411
O -0.964 1.159 -2.048 -0.295
N -1.646 0.358 0.266 0.147
O -1.762 0.732 1.378 -0.309
H -1.805 1.549 -2.332 0.329
```

Properties
HOMO (spin up / spin down) = -8.95 / -8.95 eV
energy above the lowest of the compared OMol25 structures with the same formula, charge and spin = 0.00 kcal/mol
gap between HOMO and LUMO (spin up / spin down) = 0.313 / 0.313 Eh
E_LUMO (spin up / spin down) = -0.4 / -0.4 eV


No. 5
Density functional theory data (ωB97M-V/def2-TZVPD) for a 3-piece molecular cluster, C35H31FO6 overall.

```
73
Properties=species:S:1:pos:R:3:mulliken_charge:R:1
C -3.696 0.740 -7.104 -0.640
O -2.641 0.478 -8.007 -0.401
C -1.464 0.018 -7.391 -0.732
C -0.487 1.130 -7.022 0.174
C 0.743 0.580 -6.287 -1.225
C 0.659 0.340 -4.782 1.137
C -0.635 -0.194 -4.207 -1.248
F 0.931 1.569 -4.139 -0.398
O -1.171 2.125 -6.287 -0.338
C -0.514 3.380 -6.231 -0.819
H -3.414 1.480 -6.352 0.249
H -4.018 -0.182 -6.602 0.289
H -4.528 1.122 -7.693 0.254
H -0.956 -0.618 -8.123 0.354
H -1.702 -0.605 -6.522 0.316
H -0.138 1.567 -7.969 0.435
H 1.581 1.267 -6.424 0.442
H 1.045 -0.356 -6.772 0.408
H 1.465 -0.338 -4.497 0.157
H -0.561 -0.203 -3.121 0.248
H -1.487 0.415 -4.505 0.323
H -0.786 -1.226 -4.535 0.266
H 0.229 3.473 -7.030 0.368
H -0.003 3.508 -5.275 0.211
H -1.263 4.161 -6.362 0.253
C 0.546 -0.825 2.019 -0.118
C 0.370 -0.157 0.812 -1.084
C 1.000 -0.613 -0.333 -0.426
C 1.815 -1.738 -0.277 0.206
C 2.006 -2.399 0.938 0.350
C 1.363 -1.941 2.082 -0.805
C 2.902 -3.586 1.040 0.471
O 3.060 -4.170 2.091 -0.675
C 3.610 -4.023 -0.199 0.189
C 4.482 -5.103 -0.129 -0.552
C 5.148 -5.529 -1.265 -0.496
C 4.944 -4.881 -2.479 -0.523
C 4.075 -3.807 -2.555 -0.552
C 3.406 -3.372 -1.416 0.207
C 2.472 -2.215 -1.526 0.522
O 2.251 -1.685 -2.595 -0.621
H 0.044 -0.458 2.905 0.488
H -0.260 0.722 0.772 0.501
H 0.884 -0.104 -1.281 0.572
H 1.521 -2.474 3.010 0.530
H 4.622 -5.593 0.825 0.477
H 5.829 -6.369 -1.208 0.399
H 5.466 -5.217 -3.365 0.399
H 3.899 -3.288 -3.488 0.484
C 0.995 -0.553 7.249 -0.676
C 0.648 -0.212 8.552 -0.449
C -0.378 0.687 8.786 -0.728
C -1.064 1.252 7.716 0.520
C -0.718 0.909 6.409 0.110
C 0.314 0.006 6.181 -0.312
C -1.436 1.497 5.241 0.425
O -1.159 1.176 4.104 -0.616
C -2.508 2.494 5.521 0.155
C -3.171 3.085 4.451 -0.498
C -4.173 4.011 4.685 -0.548
C -4.520 4.349 5.989 -0.483
C -3.865 3.762 7.058 -0.593
C -2.856 2.834 6.829 0.239
C -2.164 2.219 7.999 0.528
O -2.481 2.498 9.135 -0.669
H 1.799 -1.254 7.068 0.426
H 1.182 -0.649 9.385 0.389
H -0.665 0.968 9.790 0.484
H 0.573 -0.243 5.161 0.502
H -2.885 2.805 3.446 0.487
H -4.686 4.471 3.852 0.407
H -5.305 5.072 6.169 0.394
H -4.119 4.008 8.080 0.477
```

Properties
structure (SMILES) = O=C1c2ccccc2C(=O)c2ccccc21.O=C1c2ccccc2C(=O)c2ccccc21.COC[C@H](C[C@H](C)F)OC
HOMO = -9.41 eV
gap between HOMO and LUMO = 0.304 Eh
E_LUMO = -1.1 eV


No. 6
Density functional theory data (ωB97M-V/def2-TZVPD) for a 2-piece molecular cluster, C5H6N2 overall.

```
13
Properties=species:S:1:pos:R:3:mulliken_charge:R:1
C -0.987 2.036 0.613 0.137
C -0.793 1.001 0.044 -0.553
C 2.975 0.763 0.116 0.102
C -0.766 -1.421 0.324 0.003
C -0.565 -0.263 -0.621 -0.464
N 3.741 -0.044 -0.126 -0.353
N -0.064 -2.447 0.448 -0.617
H -1.172 2.946 1.098 0.413
H -1.285 -0.361 -1.444 0.248
H -1.641 -1.350 0.970 0.371
H 0.443 -0.297 -1.048 0.212
H 0.757 -2.507 -0.154 0.252
H 2.253 1.506 0.338 0.248
```

Properties
structure (SMILES) = [H]/N=C\CC#C.C#N
HOMO = -9.98 eV
energy above the lowest of the compared OMol25 structures with the same formula, charge and spin = 74.13 kcal/mol
gap between HOMO and LUMO = 0.397 Eh
E_LUMO = 0.8 eV